Record 1
10
Properties=species:S:1:pos:R:3:forces:R:3:lowdin_charge:R:1 method="wB97M-V/def2-TZVPD" largest_force_ev_per_a=4.60 spin_multiplicity=1 orbital_gap_ev=9.078 relative_energy_ev=2.173 total_charge=0 homo_energy_ev=-9.8 smiles=Sc1cnncn1
C -0.307 -0.549 0.355 0.04 1.70 -0.75 -0.6546
C 0.810 -0.871 -0.529 -1.86 -2.21 0.54 -0.2030
C -0.158 1.545 -0.377 2.46 -0.40 -2.89 -0.2502
H -1.348 -0.911 2.523 0.61 -1.25 -2.03 -0.0360
H 1.041 -1.936 -0.819 -0.06 1.02 1.01 0.1223
H -0.611 2.473 -0.509 -0.28 1.84 -0.03 0.0868
N 1.416 -0.007 -1.246 -0.89 4.11 -0.10 0.0419
N 0.942 1.339 -1.131 0.07 -1.92 0.63 0.0526
N -0.859 0.699 0.308 0.50 -4.12 1.97 0.0668
S -0.926 -1.784 1.426 -0.59 1.23 1.67 0.7734

***

Record 2
98
Properties=species:S:1:pos:R:3:forces:R:3:lowdin_charge:R:1 method="wB97M-V/def2-TZVPD" largest_force_ev_per_a=3.17 spin_multiplicity=1 orbital_gap_ev="6.095 / 6.081" relative_energy_ev=3.400 total_charge=+1 homo_energy_ev="-10.0 / -10.0"
Ir -1.655 -0.339 -0.146 -1.35 -0.48 -2.83 1.2275
C 1.548 1.766 2.729 0.05 -0.01 -0.01 -0.0879
C 0.116 -0.778 2.425 0.13 -0.06 0.10 -0.1702
C 1.277 -1.351 2.993 -0.03 0.06 0.02 -0.0033
C 1.781 -2.517 2.512 -0.03 -0.04 -0.01 0.0411
C 1.080 -3.212 1.503 -0.03 -0.03 -0.02 -0.1464
C 1.410 -4.525 1.097 0.11 0.05 0.01 -0.0275
C 0.627 -5.173 0.186 0.04 -0.07 -0.07 -0.0629
C -0.508 -4.547 -0.360 -0.01 0.00 0.03 -0.0910
C -0.851 -3.272 0.010 0.05 0.12 0.01 -0.5677
S -2.337 -2.501 -0.516 0.07 -0.11 0.36 0.6728
C -0.037 -2.573 0.940 -0.22 -0.13 0.02 -0.2186
N -0.448 -1.317 1.357 0.24 -0.02 0.19 0.0070
H 2.035 1.537 3.684 -0.03 -0.01 0.03 0.0737
H -0.367 2.448 3.107 0.03 0.03 0.02 0.1171
H 1.978 1.120 1.962 -0.03 0.01 -0.01 0.0782
H 1.712 -0.854 3.846 0.01 0.01 -0.02 0.1250
H 2.673 -2.955 2.944 0.00 0.00 -0.02 0.1306
H 2.275 -5.007 1.534 -0.01 0.02 -0.02 0.1179
H 0.868 -6.182 -0.119 0.01 0.00 0.00 0.1122
H -1.136 -5.088 -1.056 -0.01 0.02 -0.01 0.1101
Cl -4.602 3.470 -3.081 0.00 -0.01 0.01 0.7355
C -4.646 2.148 -1.979 0.01 -0.04 -0.04 -0.6257
C -5.801 1.826 -1.287 -0.01 0.00 0.00 -0.0484
C -5.761 0.750 -0.416 0.02 -0.01 -0.05 -0.0178
C -4.583 0.048 -0.260 -0.03 -0.17 -0.13 -0.1133
N -3.468 0.374 -0.933 0.44 -0.03 0.72 -0.1191
C -3.495 1.411 -1.776 0.07 0.00 -0.10 -0.1433
H -6.703 2.404 -1.431 0.00 0.00 0.00 0.1233
H -6.636 0.453 0.143 0.00 0.00 0.00 0.1224
H -4.511 -0.807 0.398 0.04 0.04 0.03 0.0953
H -2.580 1.667 -2.289 0.01 0.04 0.07 0.1150
O -1.533 1.875 0.184 0.03 0.27 -0.30 -0.1263
C -0.289 1.951 -0.035 0.61 -0.63 0.25 -0.6205
O 0.373 0.874 -0.092 0.64 0.89 -0.12 -0.1272
C 0.362 3.251 -0.299 -0.08 0.14 0.10 -0.1476
C -0.379 4.427 -0.192 0.04 0.01 0.01 -0.0154
C 0.219 5.643 -0.475 0.02 0.01 0.00 -0.0664
C 1.548 5.685 -0.877 0.02 0.02 -0.02 -0.0652
C 2.285 4.514 -0.992 -0.01 -0.01 0.01 -0.0626
C 1.694 3.297 -0.695 -0.01 0.05 -0.03 -0.0282
H -1.415 4.372 0.114 0.00 -0.01 -0.01 0.1161
H -0.351 6.559 -0.390 0.00 0.00 0.00 0.1067
H 2.011 6.635 -1.109 0.00 0.00 0.00 0.1086
H 3.312 4.544 -1.329 0.01 0.03 0.00 0.1097
H 2.257 2.377 -0.776 -0.02 -0.04 0.01 0.1099
C -1.318 2.194 5.797 -0.01 0.00 -0.02 -0.0753
C -0.131 1.258 5.539 -0.05 0.04 -0.01 -0.2195
N -0.321 0.161 4.608 0.22 -0.05 -0.09 -0.1297
C -0.810 -1.096 5.154 -0.11 -0.04 0.02 -0.2353
C -2.033 -1.020 6.065 -0.01 0.02 -0.01 -0.0788
C -0.525 0.421 3.175 -0.06 0.11 -0.02 -0.4457
C -2.031 0.512 2.894 0.01 -0.21 0.12 0.0036
N 0.102 1.640 2.725 -0.11 0.00 0.09 -0.0126
H -1.098 2.844 6.646 0.01 0.00 -0.01 0.0800
H -2.233 1.648 6.018 0.01 0.00 0.02 0.0594
H -1.516 2.844 4.942 -0.01 0.00 -0.01 0.0602
H 0.179 0.805 6.484 -0.03 -0.02 0.00 0.1235
H 0.716 1.869 5.224 0.03 0.00 -0.02 0.0954
H 0.002 -1.599 5.697 0.00 0.03 0.02 0.1217
H -1.053 -1.758 4.319 0.03 -0.01 0.02 0.1148
H -1.836 -0.426 6.957 0.00 -0.01 0.00 0.0709
H -2.307 -2.023 6.395 0.01 -0.01 -0.01 0.0791
H -2.890 -0.586 5.549 -0.01 0.00 0.01 0.0676
H -2.531 -0.413 3.180 0.01 -0.01 0.02 0.0889
H -2.262 0.746 1.852 0.00 0.06 -0.05 0.0244
H -2.442 1.322 3.497 -0.05 0.02 -0.07 0.0906
H 1.798 2.791 2.458 -0.01 0.00 0.01 0.0929
C 3.929 -5.013 -4.182 0.00 -0.06 -0.01 -0.0488
C 3.687 -3.551 -3.931 0.00 0.01 0.00 -0.2792
C 4.106 -2.936 -2.758 -0.06 -0.01 0.02 -0.0401
C 3.882 -1.588 -2.531 0.01 0.01 0.00 -0.0214
C 3.269 -0.805 -3.501 -0.05 -0.10 -0.02 -0.2397
N 3.176 0.584 -3.242 -0.23 0.10 0.18 0.1437
C 2.497 1.579 -3.895 0.28 0.01 -0.15 -0.5293
O 2.913 2.717 -3.921 -0.09 0.06 0.05 0.0879
N 1.333 1.235 -4.589 -0.07 -0.19 0.07 0.1336
C 0.249 0.473 -4.126 -0.01 -0.02 0.04 -0.2007
C -0.710 0.042 -5.034 0.02 -0.03 -0.02 0.0229
C -1.820 -0.635 -4.566 0.07 0.04 0.01 -0.0197
C -1.970 -0.835 -3.209 -0.22 -0.27 0.08 -0.1737
N -1.065 -0.396 -2.325 -0.48 0.31 1.31 -0.0244
C 0.038 0.212 -2.771 0.11 0.19 0.01 -0.0100
C 2.863 -1.400 -4.692 -0.02 0.05 0.02 -0.0212
C 3.057 -2.758 -4.884 0.01 -0.01 -0.04 -0.0355
H 4.414 -5.485 -3.329 -0.02 0.00 0.01 0.0745
H 4.573 -5.161 -5.051 -0.01 0.01 0.00 0.0850
H 2.994 -5.542 -4.377 0.02 0.01 0.01 0.0820
H 4.618 -3.518 -2.004 0.01 -0.05 0.06 0.1118
H 4.211 -1.132 -1.603 -0.01 0.00 -0.02 0.1148
H 3.929 0.967 -2.691 0.02 0.01 -0.04 0.1526
H 1.093 1.961 -5.250 -0.04 0.04 0.04 0.1577
H -0.584 0.239 -6.091 0.01 -0.01 0.00 0.1309
H -2.579 -0.997 -5.244 0.00 -0.02 0.02 0.1214
H -2.822 -1.362 -2.808 0.03 0.05 -0.04 0.0655
H 0.735 0.553 -2.024 0.09 0.02 0.13 0.1045
H 2.430 -0.806 -5.483 -0.03 0.02 0.00 0.1070
H 2.739 -3.202 -5.820 0.00 -0.01 0.01 0.1186

***

Record 3
75
Properties=species:S:1:pos:R:3:forces:R:3:mulliken_spin:R:1 method="wB97M-V/def2-TZVPD" largest_force_ev_per_a=2.15 spin_multiplicity=3 orbital_gap_ev="5.942 / 7.445" relative_energy_ev=0.368 total_charge=0 homo_energy_ev="-6.0 / -7.8"
Ti -0.478 0.567 -0.322 1.25 0.47 -0.62 0.9560
Cl -7.329 -1.245 -1.209 0.07 0.05 0.00 -0.0036
C -5.785 -0.512 -0.859 -0.11 0.01 0.03 -0.0846
C -5.737 0.542 0.053 -0.10 0.08 0.03 0.2112
C -4.503 1.091 0.357 0.23 0.01 0.09 -0.0844
Cl -4.438 2.420 1.479 0.03 -0.06 0.00 -0.0033
C -3.310 0.621 -0.193 0.12 0.11 0.05 0.1287
O -2.119 1.115 0.204 -2.13 0.08 0.29 0.0368
C -3.393 -0.389 -1.207 0.24 0.19 -0.04 0.0226
C -2.276 -0.776 -1.982 0.04 0.10 0.15 0.4190
O -1.072 -0.262 -1.878 -1.21 -0.61 -1.20 0.0789
C -4.660 -0.960 -1.488 0.09 -0.13 -0.15 0.1253
H -6.637 0.931 0.506 0.04 -0.03 0.01 0.0141
H -2.433 -1.513 -2.765 0.07 -0.06 -0.04 0.0056
H -4.728 -1.753 -2.226 0.00 0.06 0.05 0.0077
S 1.638 -0.813 -0.798 0.25 -0.16 0.22 -0.0047
C 0.577 -1.839 0.107 0.01 -0.11 0.10 0.0489
C 0.800 -3.195 0.402 0.13 0.03 -0.10 -0.0195
C -0.124 -3.885 1.146 0.03 -0.10 0.02 0.0152
C -1.281 -3.240 1.595 -0.10 -0.14 0.08 -0.0131
C -1.452 -1.921 1.272 0.04 0.15 -0.06 0.0331
N -0.546 -1.235 0.559 0.08 -1.60 0.57 -0.0091
H 1.706 -3.661 0.034 -0.07 0.01 0.03 0.0003
H 0.041 -4.930 1.387 0.00 0.07 -0.03 0.0020
H -2.035 -3.759 2.175 0.08 0.03 -0.04 0.0005
H -2.327 -1.368 1.583 -0.08 0.09 0.01 -0.0071
C 1.804 4.469 -0.223 0.11 -0.32 0.32 0.0162
P 1.647 2.604 -0.319 0.05 0.69 0.12 -0.0195
C 0.432 2.459 -1.727 0.11 0.42 0.25 0.0294
C 0.893 1.893 -2.921 0.12 -0.05 -0.02 0.0420
C 0.056 1.753 -4.010 -0.04 0.01 -0.07 -0.0056
C -1.272 2.155 -3.922 0.01 -0.02 -0.03 0.0138
C -1.745 2.740 -2.760 0.02 0.09 0.02 -0.0137
C -0.896 2.906 -1.670 0.17 0.15 -0.35 -0.0287
C 0.533 2.218 1.121 0.69 0.12 0.33 0.0087
C -0.436 3.083 1.657 0.04 0.16 -0.05 0.0482
C -1.147 2.744 2.783 -0.07 0.04 0.07 0.0070
C -0.925 1.524 3.423 -0.09 0.08 0.12 0.0244
C 0.056 0.680 2.957 0.19 -0.04 -0.09 -0.0079
C 0.792 1.018 1.815 0.02 0.74 0.53 0.0023
P 3.080 5.019 1.025 -0.11 0.01 -0.01 0.0005
C 2.156 5.061 2.622 -0.21 -0.07 -0.17 0.0013
C 1.100 5.946 2.858 0.02 -0.06 0.10 -0.0023
C 0.435 5.944 4.076 0.00 0.03 -0.08 0.0013
C 0.819 5.060 5.078 0.01 -0.06 0.00 -0.0009
C 1.866 4.176 4.856 -0.01 -0.01 -0.03 0.0014
C 2.529 4.177 3.631 -0.01 -0.04 -0.01 -0.0002
C 3.123 6.830 0.695 0.09 -0.02 -0.13 -0.0002
C 2.651 7.418 -0.476 -0.04 0.09 0.02 0.0005
C 2.789 8.789 -0.690 -0.01 -0.09 -0.01 0.0002
C 3.408 9.584 0.259 0.02 0.00 0.04 -0.0001
C 3.893 9.007 1.429 -0.04 -0.09 -0.04 0.0001
C 3.757 7.643 1.641 -0.03 0.04 -0.04 -0.0004
H 0.857 5.001 -0.122 -0.06 0.03 -0.07 -0.0022
H 2.244 4.707 -1.195 -0.05 0.07 -0.06 0.0002
H 1.921 1.557 -2.979 0.01 -0.07 0.02 0.0015
H 0.431 1.311 -4.925 -0.01 0.00 0.04 -0.0003
H -1.939 2.012 -4.765 0.04 0.02 0.04 0.0005
H -2.771 3.084 -2.699 0.03 -0.04 0.02 0.0000
H -1.261 3.426 -0.801 -0.10 -0.04 0.19 0.0055
H -0.604 4.056 1.213 -0.03 -0.04 -0.06 -0.0020
H -1.878 3.436 3.180 -0.01 0.00 -0.01 0.0014
H -1.500 1.262 4.304 0.05 0.03 -0.07 0.0015
H 0.288 -0.236 3.487 -0.02 -0.02 -0.05 -0.0024
H 1.656 0.442 1.537 0.05 -0.31 -0.17 0.0015
H 0.806 6.649 2.087 0.00 0.01 0.00 -0.0002
H -0.384 6.637 4.245 0.08 -0.05 -0.01 0.0000
H 0.301 5.061 6.032 0.05 0.00 -0.08 -0.0001
H 2.171 3.486 5.637 -0.03 0.05 -0.08 0.0001
H 3.347 3.484 3.455 -0.04 0.05 0.03 0.0000
H 2.161 6.815 -1.231 0.03 0.09 0.03 -0.0001
H 2.408 9.232 -1.604 0.02 -0.05 0.05 0.0000
H 3.517 10.650 0.091 -0.01 -0.07 0.02 0.0000
H 4.381 9.621 2.176 0.00 -0.02 -0.01 0.0000
H 4.137 7.200 2.555 0.00 0.03 -0.03 0.0000